# C2H2HgLi2O2

A structure of composition C2H2HgLi2O2 in a non-equilibrium geometry (wB97M-V/def2-TZVPD, the Open Molecules 2025 dataset).

## Properties
Spin multiplicity: 3
Energy relative to the best compared isomer or geometry (same formula, charge and spin): 0.00 kcal per mole
E_LUMO (spin up / spin down): -1.4955 / -1.5294 eV

Geometry as XYZ:
```
9
Properties=species:S:1:pos:R:3:lowdin_charge:R:1
O 2.138 0.536 -0.695 -0.45
C 0.838 0.086 -0.747 -0.52
C 0.593 -1.161 -0.280 0.04
Li -0.733 1.940 1.525 0.43
Li 2.954 1.318 -2.052 0.79
H 1.475 -1.808 -0.420 0.02
H 0.142 0.940 -0.829 0.05
Hg -2.676 -0.644 1.645 0.44
O -4.732 -1.206 1.852 -0.81
```

# H2NO2S

The ion H2NO2S with charge -1 in a non-equilibrium geometry (wB97M-V/def2-TZVPD, the Open Molecules 2025 dataset).

## Properties
Spin multiplicity: 1
Energy relative to the best compared isomer or geometry (same formula, charge and spin): 80.30 kcal per mole
E_LUMO: 4.2797 eV
Net charge: -1
SMILES string: ONO[S-]

Geometry as XYZ:
```
6
Properties=species:S:1:pos:R:3:lowdin_charge:R:1
N 1.024 -0.086 -0.296 -0.16
O 0.108 1.010 -0.341 -0.21
O 0.355 -1.186 -1.007 -0.78
S -1.410 -1.350 -0.861 0.15
H 1.162 -0.373 0.668 0.07
H -0.759 0.692 -0.657 -0.07
```

# C24H53B2N2O16

A cluster of 5 separate species, C24H53B2N2O16 in total in a non-equilibrium geometry (wB97M-V/def2-TZVPD, the Open Molecules 2025 dataset).

## Properties
Spin multiplicity: 1
E_LUMO: 1.7091 eV
Net charge: -1

Geometry as XYZ:
```
97
Properties=species:S:1:pos:R:3:lowdin_charge:R:1
C -8.729 1.205 -1.754 -0.07
C -7.205 1.035 -1.583 -0.30
O -6.678 1.765 -0.511 -0.19
C -6.825 1.091 0.774 -0.16
B -7.000 2.159 2.043 -0.54
C -7.996 3.317 1.435 -0.11
O -8.479 4.281 2.436 -0.14
N -9.625 4.864 1.940 -0.08
O -10.541 4.753 2.679 0.02
B -5.475 2.863 2.308 -0.45
N -4.147 2.320 1.897 0.13
O -5.383 4.136 2.965 0.05
C -7.625 1.302 3.306 -0.29
C -7.061 -0.139 3.370 -0.10
C -7.542 1.938 4.709 -0.23
C -8.746 2.830 5.105 -0.10
H -9.238 0.318 -1.378 0.06
H -9.086 2.065 -1.197 0.06
H -8.964 1.310 -2.811 0.06
H -6.718 1.412 -2.485 0.10
H -6.962 -0.028 -1.482 0.11
H -7.715 0.451 0.700 0.10
H -5.933 0.468 0.886 0.09
H -7.481 3.894 0.663 0.10
H -8.854 2.868 0.926 0.09
H -4.100 1.319 2.040 0.04
H -3.905 2.564 0.945 0.05
H -5.219 3.947 3.901 0.07
H -8.696 1.164 3.099 0.12
H -7.198 -0.589 4.356 0.06
H -7.615 -0.764 2.672 0.07
H -6.001 -0.189 3.112 0.07
H -7.542 1.122 5.438 0.08
H -6.627 2.501 4.903 0.09
H -8.403 3.863 5.128 0.06
H -9.546 2.794 4.376 0.05
H -9.077 2.606 6.118 0.05
C -1.535 2.019 -1.413 -0.06
C -1.443 0.858 -0.447 -0.19
O -1.873 -0.373 -1.060 0.05
C -0.995 -0.953 -1.864 -0.60
O 0.119 -0.562 -2.116 0.10
O -1.556 -2.056 -2.370 0.01
C -0.742 -2.746 -3.316 -0.04
H -2.541 2.086 -1.830 0.08
H -1.301 2.953 -0.903 0.08
H -0.840 1.896 -2.244 0.07
H -2.113 1.025 0.393 0.11
H -0.436 0.746 -0.046 0.12
H 0.243 -2.961 -2.905 0.09
H -0.646 -2.161 -4.230 0.10
H -1.249 -3.681 -3.540 0.09
C 4.009 -1.088 -2.090 -0.06
C 3.280 0.131 -1.567 -0.20
O 3.543 0.340 -0.167 0.04
C 4.717 0.892 0.121 -0.61
O 5.559 1.243 -0.668 0.12
O 4.811 0.993 1.451 0.00
C 6.058 1.512 1.914 -0.04
H 3.774 -1.964 -1.483 0.08
H 3.726 -1.289 -3.123 0.08
H 5.090 -0.948 -2.050 0.06
H 2.208 -0.017 -1.654 0.09
H 3.536 1.024 -2.137 0.13
H 6.296 2.459 1.436 0.09
H 6.854 0.789 1.737 0.09
H 5.963 1.674 2.984 0.09
C 4.533 -4.491 -8.931 -0.07
C 3.837 -3.267 -8.375 -0.21
O 4.115 -3.086 -6.979 0.04
C 5.306 -2.555 -6.698 -0.61
O 6.137 -2.208 -7.498 0.12
O 5.419 -2.480 -5.371 0.00
C 6.688 -1.993 -4.925 -0.03
H 4.284 -5.372 -8.338 0.08
H 4.232 -4.663 -9.964 0.08
H 5.616 -4.371 -8.904 0.07
H 2.758 -3.387 -8.443 0.12
H 4.106 -2.367 -8.929 0.12
H 6.938 -1.048 -5.401 0.10
H 7.463 -2.732 -5.127 0.10
H 6.612 -1.837 -3.853 0.08
C 11.907 -1.707 4.664 -0.07
C 10.901 -1.242 5.696 -0.21
O 9.643 -0.905 5.095 0.04
C 8.865 -1.943 4.780 -0.61
O 9.117 -3.104 4.973 0.12
O 7.757 -1.468 4.210 0.00
C 6.856 -2.479 3.750 -0.03
H 12.009 -0.966 3.871 0.08
H 12.881 -1.864 5.128 0.08
H 11.592 -2.642 4.204 0.07
H 11.249 -0.328 6.172 0.12
H 10.754 -1.988 6.477 0.12
H 6.616 -3.186 4.541 0.10
H 7.285 -3.003 2.897 0.10
H 5.946 -1.976 3.433 0.09
```

# C3H13O5

A cluster of 4 separate species, C3H13O5 in total in a non-equilibrium geometry (wB97M-V/def2-TZVPD, the Open Molecules 2025 dataset).

## Properties
Spin multiplicity: 2
Energy relative to the best compared isomer or geometry (same formula, charge and spin): 8.96 kcal per mole
E_LUMO (spin up / spin down): 0.5322 / -3.3089 eV

Geometry as XYZ:
```
21
Properties=species:S:1:pos:R:3:lowdin_charge:R:1
C -1.109 -0.453 1.174 -0.26
O -1.458 -0.970 -0.029 0.06
C 0.228 -0.841 1.733 -0.14
C 1.435 -0.103 1.083 -0.23
O 1.273 1.302 1.256 -0.07
H -1.314 0.634 1.150 0.15
H -1.861 -0.817 1.910 0.17
H 0.439 -1.888 1.491 0.12
H 0.416 -0.770 2.794 0.12
H 2.347 -0.373 1.610 0.12
H 1.470 -0.301 0.016 0.09
H 0.628 1.637 0.621 0.05
H -1.818 1.621 -0.706 0.01
H -0.597 1.883 -1.476 0.00
O -1.307 2.396 -0.992 -0.10
H 0.292 -0.146 -2.065 -0.01
H 1.602 0.969 -1.978 0.05
O 0.650 0.840 -1.993 -0.13
H -0.620 -1.346 -1.044 0.00
H -0.637 -1.773 -2.639 0.08
O -0.059 -1.500 -1.918 -0.06
```

# C3H2BrCl2O3P

The ion C3H2BrCl2O3P with charge -2 in a non-equilibrium geometry (wB97M-V/def2-TZVPD, the Open Molecules 2025 dataset).

## Properties
Spin multiplicity: 1
Energy relative to the best compared isomer or geometry (same formula, charge and spin): 15.77 kcal per mole
E_LUMO: 5.2977 eV
Net charge: -2
SMILES string: [O-]P([O-])(=CBr)OC=C(Cl)Cl

Geometry as XYZ:
```
12
Properties=species:S:1:pos:R:3:lowdin_charge:R:1
C -0.987 -0.207 0.612 -0.48
C -2.270 0.163 0.316 -1.18
C 0.977 0.052 -0.505 -0.76
O 1.683 -1.490 1.665 -0.42
O -0.641 -1.480 0.391 -0.25
O 1.478 -2.730 -0.576 -0.43
P 1.153 -1.542 0.271 0.20
Cl -2.834 1.762 0.723 0.45
Cl -3.120 -0.524 -1.045 0.48
Br 2.688 1.011 -0.602 0.31
H -0.519 0.301 1.456 0.10
H 0.682 -0.072 -1.558 -0.03
```

# C4H5N3

The molecule C4H5N3 in a non-equilibrium geometry (wB97M-V/def2-TZVPD, the Open Molecules 2025 dataset).

## Properties
Spin multiplicity: 1
Energy relative to the best compared isomer or geometry (same formula, charge and spin): 124.25 kcal per mole
E_LUMO: 0.9682 eV
SMILES string: c1[nH]nc2c1CN2

Geometry as XYZ:
```
12
Properties=species:S:1:pos:R:3:lowdin_charge:R:1
C -0.738 -0.719 -1.311 -0.11
C 0.219 0.753 -0.214 -0.32
C 0.506 -0.713 1.235 -0.15
C -0.020 -0.650 0.027 -0.16
H -0.626 -1.516 -2.172 0.14
H -1.829 -0.382 -0.925 0.15
H -0.806 1.275 -2.178 0.17
H 1.070 0.836 2.561 0.10
H 0.809 -1.488 2.001 0.14
N -0.089 0.634 -1.590 -0.01
N 0.809 1.495 0.806 0.10
N 0.695 0.477 1.758 -0.05
```

# C3H4NaO3Rb

A structure of composition C3H4NaO3Rb in a non-equilibrium geometry (wB97M-V/def2-TZVPD, the Open Molecules 2025 dataset).

## Properties
Spin multiplicity: 2
Energy relative to the best compared isomer or geometry (same formula, charge and spin): 0.00 kcal per mole
E_LUMO (spin up / spin down): -3.3460 / -3.5224 eV
Net charge: +1

Geometry as XYZ:
```
12
Properties=species:S:1:pos:R:3:lowdin_charge:R:1
O -2.723 -0.483 -0.646 -0.05
C -2.334 -1.588 -0.291 -0.30
C -0.958 -1.877 0.182 -0.04
Rb -1.903 2.653 -0.900 0.91
H -0.874 -1.455 1.203 0.11
H -0.244 -1.509 -0.571 0.10
H -0.816 -2.968 0.224 0.09
O 1.416 2.182 0.421 -0.10
C 2.555 2.040 -0.040 -0.51
Na 5.216 3.498 0.371 0.82
O 3.663 1.969 0.492 -0.15
H -2.998 -2.462 -0.445 0.13
```

# C2H5FOS2

The molecule C2H5FOS2 in a non-equilibrium geometry (wB97M-V/def2-TZVPD, the Open Molecules 2025 dataset).

## Properties
Spin multiplicity: 1
Energy relative to the best compared isomer or geometry (same formula, charge and spin): 30.64 kcal per mole
E_LUMO: 0.1760 eV
SMILES string: CO[C@@H](S)SF

Geometry as XYZ:
```
11
Properties=species:S:1:pos:R:3:lowdin_charge:R:1
C 0.809 0.173 0.191 -0.12
C -1.518 0.052 -0.096 -0.77
O -0.467 0.492 0.540 -0.20
F -0.616 -1.983 1.481 -0.56
S -1.393 -0.430 -1.844 0.73
S -2.101 -1.908 0.697 0.71
H 0.785 -0.425 -0.813 0.07
H 1.234 -0.531 0.974 0.11
H 1.412 1.026 0.215 0.08
H -2.445 0.609 0.234 0.10
H -0.313 -1.168 -1.861 -0.15
```

| no. | electronic energy (a.u.) |
| --- | --- |
| 1 | -396.1082 |
| 2 | -604.5254 |
| 3 | -2309.3379 |
| 4 | -498.1930 |
| 5 | -4177.0116 |
| 6 | -319.5142 |
| 7 | -528.6204 |
| 8 | -1050.5707 |